(1)
The following is a DFT calculation (the ωB97M-V functional and the def2-TZVPD basis) of C36H52Br2FIN2O13S4 as an isolated structure in a non-equilibrium geometry.

Structure (ORCA input):
```
! RIJCOSX wB97M-V def2-TZVPD def2/J DEFGRID3
* xyz 0 1
C 2.601 -0.153 0.739
C 2.120 1.040 0.103
C 2.337 1.225 -1.501
C 3.411 2.340 -1.838
C 4.746 1.538 -2.374
O 5.251 1.885 -3.488
N 5.357 0.398 -1.643
C 6.829 0.460 -1.608
O 7.376 0.428 -0.478
F 7.689 0.500 -2.733
C 4.025 3.134 -0.538
Br 2.737 4.446 0.233
C 5.355 4.030 -0.959
C 6.709 3.503 -0.256
Br 5.114 5.924 -0.282
O 3.179 3.359 -2.800
S 1.811 3.352 -3.712
O 0.989 4.547 -3.301
O 2.249 3.622 -5.151
C 0.922 1.727 -3.746
I 2.373 0.398 -4.804
N -0.332 1.624 -4.461
C -1.110 2.820 -4.770
C -0.787 3.949 -5.885
O -2.211 2.993 -4.151
C -0.530 0.531 -5.412
C -0.456 0.830 -7.012
O -0.856 -0.664 -5.124
C 0.871 1.290 -2.159
C -0.070 2.332 -1.323
C 0.132 -0.164 -2.030
C -1.472 -0.088 -2.048
C -2.197 -0.151 -0.626
C -1.637 -0.734 0.693
C -2.407 -0.714 2.073
C -3.836 -0.052 2.081
C -4.475 0.530 0.776
C -3.649 0.474 -0.545
H 3.094 -0.977 0.099
H 2.584 -0.329 1.863
H 1.639 1.828 0.769
H 2.768 0.192 -1.816
H 5.011 -0.453 -2.122
H 4.453 2.397 0.245
H 5.495 4.138 -2.082
H 7.227 4.402 0.258
H 7.398 3.089 -1.081
H 6.550 2.724 0.563
H 0.104 3.685 -6.550
H -0.624 4.950 -5.330
H -1.756 4.077 -6.491
H 0.309 1.665 -7.254
H -1.496 1.151 -7.405
H -0.175 -0.167 -7.523
H -0.435 1.908 -0.330
H 0.452 3.325 -1.103
H -1.027 2.609 -1.916
H 0.433 -0.731 -1.079
H 0.431 -0.875 -2.897
H -1.916 0.800 -2.614
H -1.833 -1.028 -2.626
H -0.588 -1.189 0.723
H -1.906 -1.137 3.012
H -4.390 -0.005 3.076
H -5.509 1.031 0.744
H -4.118 0.931 -1.487
C 1.613 -5.373 2.838
C 1.924 -4.426 3.998
C 2.293 -3.069 3.396
S 1.433 -2.966 1.831
O 2.412 -2.949 0.767
O 0.382 -1.975 1.928
C 0.705 -4.593 1.899
H 1.138 -6.293 3.182
H 2.542 -5.643 2.323
H 1.036 -4.320 4.628
H 2.729 -4.810 4.628
H 1.978 -2.245 4.037
H 3.365 -2.998 3.199
H 0.653 -5.019 0.898
H -0.299 -4.491 2.318
C -3.694 5.518 0.097
C -4.768 5.291 -0.968
C -5.669 4.156 -0.477
S -5.603 4.203 1.310
O -4.965 2.994 1.778
O -6.880 4.649 1.823
C -4.432 5.543 1.429
H -3.143 6.445 -0.074
H -2.978 4.690 0.082
H -5.360 6.204 -1.090
H -4.329 5.053 -1.940
H -6.701 4.290 -0.805
H -5.299 3.182 -0.804
H -3.777 5.390 2.287
H -4.998 6.470 1.549
C -2.060 -8.379 6.628
C -3.236 -7.471 6.262
C -2.690 -6.346 5.381
S -1.259 -7.017 4.544
O -0.083 -6.312 5.006
O -1.559 -7.178 3.139
C -1.303 -8.618 5.329
H -2.396 -9.317 7.075
H -1.414 -7.871 7.352
H -3.981 -8.048 5.704
H -3.730 -7.071 7.150
H -3.423 -6.023 4.640
H -2.364 -5.493 5.978
H -0.288 -8.984 5.485
H -1.852 -9.297 4.673
*
```

## Properties
E_tot ... -262002.6819 eV
Kohn-Sham gap ... 0.2472 Ha
E_LUMO ... -1.1 eV

These are the Löwdin partial charges, in e, on atoms 1 to 99: C 0.02; C -0.12; C -0.20; C -0.36; C -0.30; O 0.05; N 0.15; C -0.35; O 0.09; F 0.06; C -0.53; Br 0.68; C -0.64; C -0.15; Br 0.56; O -0.20; S 0.73; O -0.30; O -0.37; C -0.63; I 1.18; N -0.04; C -0.33; C -0.01; O 0.05; C -0.45; C -0.03; O 0.03; C -0.37; C -0.05; C -0.12; C -0.17; C -0.16; C -0.03; C -0.04; C -0.08; C -0.09; C -0.03; H 0.07; H 0.07; H 0.09; H 0.11; H 0.15; H 0.12; H 0.10; H 0.06; H 0.09; H 0.08; H 0.07; H 0.10; H 0.10; H 0.08; H 0.10; H 0.10; H 0.10; H 0.04; H 0.09; H 0.11; H 0.09; H 0.09; H 0.13; H 0.04; H 0.08; H 0.08; H 0.08; H 0.09; C -0.23; C -0.22; C -0.22; S 0.69; O -0.34; O -0.37; C -0.21; H 0.08; H 0.12; H 0.10; H 0.12; H 0.11; H 0.11; H 0.12; H 0.11; C -0.22; C -0.21; C -0.22; S 0.67; O -0.34; O -0.33; C -0.23; H 0.12; H 0.12; H 0.12; H 0.11; H 0.11; H 0.09; H 0.11; H 0.11; C -0.22; C -0.22; C -0.22

(2)
The following is a DFT calculation (the ωB97M-V functional and the def2-TZVPD basis) of a 7-piece molecular cluster, H14O7 overall.

Structure (ORCA input):
```
! RIJCOSX wB97M-V def2-TZVPD def2/J DEFGRID3
* xyz 0 1
O 27.263 -15.819 29.681
H 26.650 -15.357 30.252
H 27.596 -16.538 30.218
O 27.938 -19.600 21.821
H 27.514 -19.641 20.963
H 27.302 -19.156 22.382
O 29.790 -11.618 27.613
H 29.628 -12.475 28.006
H 29.333 -11.001 28.186
O 25.937 -16.318 24.923
H 26.336 -15.598 24.435
H 26.177 -16.151 25.835
O 22.789 -21.628 26.962
H 22.988 -22.388 26.415
H 23.217 -20.895 26.519
O 26.621 -12.120 22.296
H 27.011 -11.509 22.920
H 26.621 -11.647 21.464
O 21.926 -16.576 22.000
H 22.441 -16.613 21.194
H 22.577 -16.523 22.700
*
```

## Properties
ΔE to the lowest compared entry with this formula, charge and spin ... 51.8 kcal per mole
E_tot ... -14559.2166 eV
Kohn-Sham gap ... 0.4331 Ha
E_LUMO ... 0.3 eV

Charges obtained by natural (NBO) population analysis, quoted in units of e: O -0.94; H 0.47; H 0.47; O -0.94; H 0.47; H 0.47; O -0.94; H 0.47; H 0.47; O -0.95; H 0.47; H 0.47; O -0.94; H 0.47; H 0.47; O -0.94; H 0.47; H 0.47; O -0.94; H 0.47; H 0.47

(3)
The following is a DFT calculation (the ωB97M-V functional and the def2-TZVPD basis) of C42H105Br2O28P7Ti as an isolated structure in a non-equilibrium geometry.

Structure (ORCA input):
```
! RIJCOSX wB97M-V def2-TZVPD def2/J DEFGRID3
* xyz 2 1
Ti 0.445 -1.909 -1.194
Br -1.442 -3.802 2.285
Br 0.455 0.488 -0.692
C 0.122 5.099 1.925
C -0.180 5.036 3.393
O 0.534 3.908 3.878
P 0.774 3.794 5.427
O 1.760 2.783 5.750
O 1.112 5.207 6.048
C 2.529 5.570 6.147
C 2.609 6.899 5.514
O -0.687 3.674 5.979
C -1.056 3.552 7.339
C -2.170 2.546 7.383
H 1.133 5.474 1.760
H -0.149 4.177 1.479
H -0.455 5.857 1.438
H 0.154 5.957 3.886
H -1.280 4.863 3.598
H 2.749 5.705 7.243
H 3.236 4.781 5.799
H 3.659 7.260 5.678
H 2.468 6.874 4.473
H 1.948 7.641 5.971
H -0.206 3.238 7.983
H -1.476 4.458 7.713
H -2.509 2.484 8.398
H -3.032 2.849 6.765
H -1.839 1.623 6.919
C -2.592 -4.549 -4.542
C -3.472 -3.696 -3.630
O -2.695 -2.828 -2.756
P -1.873 -3.269 -1.550
O -0.384 -3.594 -1.658
O -1.733 -1.860 -0.795
C -2.772 -1.091 -0.002
C -4.105 -1.122 -0.618
O -2.626 -4.483 -0.991
C -2.112 -5.732 -0.305
C -2.991 -6.834 -0.816
H -3.256 -5.087 -5.197
H -1.802 -4.126 -5.149
H -2.048 -5.338 -3.947
H -4.098 -3.001 -4.171
H -4.053 -4.386 -2.987
H -2.668 -1.525 1.012
H -2.238 -0.147 0.036
H -4.106 -0.760 -1.640
H -4.524 -2.114 -0.573
H -4.729 -0.495 -0.051
H -1.003 -5.811 -0.585
H -2.159 -5.423 0.786
H -2.841 -7.177 -1.821
H -2.539 -7.627 -0.160
H -4.080 -6.751 -0.647
C 0.206 7.198 -3.369
C -1.209 6.768 -3.045
O -1.386 5.344 -3.402
P -0.454 4.317 -2.643
O -0.001 4.753 -1.316
O 0.733 4.032 -3.733
C 1.813 3.137 -3.385
C 2.618 2.940 -4.617
O -1.219 2.942 -2.696
C -2.215 2.628 -1.702
C -3.504 3.348 -1.953
H 0.897 6.862 -2.564
H 0.447 6.811 -4.366
H 0.276 8.256 -3.429
H -1.422 6.962 -1.962
H -1.890 7.228 -3.820
H 2.425 3.641 -2.609
H 1.451 2.128 -3.146
H 3.095 3.897 -4.862
H 3.478 2.321 -4.268
H 2.019 2.595 -5.449
H -2.231 1.518 -1.810
H -1.849 2.893 -0.775
H -4.290 2.857 -1.360
H -3.391 4.348 -1.557
H -3.800 3.281 -2.994
C 3.536 0.919 2.545
C 3.952 -0.485 2.076
O 2.980 -1.119 1.244
P 1.778 -2.058 1.729
O 0.966 -2.375 0.504
O 0.992 -1.381 2.851
C 0.120 -0.291 2.714
C -0.360 0.096 4.054
O 2.362 -3.366 2.261
C 2.035 -3.952 3.512
C 2.852 -5.227 3.605
H 4.370 1.200 3.131
H 3.440 1.663 1.735
H 2.568 0.955 3.192
H 4.957 -0.534 1.573
H 3.995 -1.122 2.940
H 0.637 0.577 2.315
H -0.745 -0.522 2.109
H -1.002 -0.674 4.494
H 0.353 0.476 4.790
H -1.011 0.963 4.045
H 2.267 -3.261 4.300
H 0.970 -4.059 3.659
H 2.949 -5.539 4.616
H 2.500 -6.071 3.061
H 3.876 -5.003 3.414
C 4.245 1.327 -1.099
C 4.408 0.145 -2.056
O 4.394 -1.107 -1.268
P 3.685 -2.454 -1.620
O 2.166 -2.424 -1.670
O 4.198 -2.868 -3.028
C 4.474 -4.237 -3.376
C 5.188 -4.285 -4.670
O 4.105 -3.486 -0.581
C 5.576 -3.581 -0.178
C 6.167 -4.977 -0.090
H 3.325 1.211 -0.659
H 5.071 1.437 -0.419
H 4.211 2.230 -1.688
H 3.598 0.078 -2.729
H 5.373 0.133 -2.551
H 5.129 -4.737 -2.637
H 3.524 -4.829 -3.406
H 4.527 -4.163 -5.495
H 6.045 -3.622 -4.739
H 5.442 -5.322 -4.767
H 5.979 -2.929 -0.895
H 5.698 -3.193 0.808
H 5.846 -5.615 -0.919
H 7.249 -4.931 -0.391
H 6.062 -5.439 0.883
C 1.096 -4.861 -5.991
C 1.312 -3.760 -4.901
O 0.216 -2.811 -5.059
P 0.319 -1.360 -4.402
O 0.106 -1.319 -2.977
O 1.680 -0.704 -4.819
C 1.888 -0.458 -6.291
C 3.308 -0.868 -6.565
O -0.746 -0.546 -5.316
C -1.035 0.903 -5.104
C -2.508 1.016 -4.756
H 1.585 -5.800 -5.751
H 0.048 -5.123 -6.158
H 1.511 -4.415 -6.936
H 1.283 -4.239 -3.918
H 2.255 -3.274 -4.996
H 1.159 -0.971 -6.920
H 1.713 0.609 -6.436
H 3.952 -0.034 -6.186
H 3.689 -1.840 -6.108
H 3.576 -1.064 -7.628
H -0.424 1.239 -4.218
H -0.848 1.417 -6.050
H -2.715 0.661 -3.724
H -2.710 2.078 -4.828
H -3.099 0.478 -5.468
C -5.745 0.557 6.362
C -6.372 0.854 5.007
O -5.414 1.458 4.161
P -4.706 0.742 2.974
O -5.453 0.580 1.727
O -4.237 -0.572 3.691
C -4.737 -1.848 3.310
C -4.687 -2.773 4.532
O -3.419 1.684 2.997
C -2.880 2.179 1.782
C -3.195 3.700 1.639
H -6.377 0.056 7.051
H -4.866 -0.104 6.260
H -5.470 1.503 6.832
H -6.732 -0.099 4.678
H -7.177 1.616 5.159
H -5.742 -1.745 2.875
H -3.993 -2.204 2.484
H -5.347 -2.388 5.298
H -4.894 -3.813 4.238
H -3.675 -2.714 4.894
H -1.785 1.999 1.817
H -3.295 1.597 0.987
H -4.137 3.914 1.173
H -3.217 4.231 2.579
H -2.387 4.193 1.075
*
```

## Properties
E_tot ... -330818.9497 eV
Kohn-Sham gap ... 0.2032 Ha
E_LUMO ... -6.2 eV

These are the Löwdin partial charges, in e, on atoms 1 to 99: Ti 0.83; Br 0.05; Br 0.51; C -0.08; C -0.27; O -0.17; P 0.32; O -0.22; O -0.18; C -0.25; C -0.09; O -0.17; C -0.26; C -0.07; H 0.09; H 0.04; H 0.07; H 0.12; H 0.13; H 0.14; H 0.13; H 0.10; H 0.05; H 0.09; H 0.14; H 0.11; H 0.08; H 0.08; H 0.07; C -0.05; C -0.17; O -0.15; P 0.41; O -0.27; O -0.32; C -0.18; C -0.04; O -0.19; C -0.23; C -0.07; H 0.09; H 0.05; H 0.10; H 0.13; H 0.13; H 0.06; H 0.06; H 0.09; H 0.10; H 0.05; H 0.14; H -0.04; H 0.06; H 0.11; H 0.10; C -0.09; C -0.22; O -0.19; P 0.39; O -0.21; O -0.19; C -0.30; C -0.07; O -0.22; C -0.29; C -0.04; H 0.08; H 0.09; H 0.07; H 0.13; H 0.14; H 0.13; H 0.07; H 0.09; H 0.08; H 0.07; H 0.09; H 0.05; H 0.09; H 0.08; H 0.08; C -0.03; C -0.22; O -0.20; P 0.42; O -0.35; O -0.13; C -0.31; C -0.05; O -0.13; C -0.24; C -0.03; H 0.07; H 0.08; H 0.11; H 0.14; H 0.11; H 0.09; H 0.09

Question: Look up the Kohn-Sham gap of the second one.
Answer: 0.4331 Ha

Question: Kohn-Sham gap of number 3 (C42H105Br2O28P7Ti)?
Answer: 0.2032 Ha

Question: What is the formula in the third record?
Answer: C42H105Br2O28P7Ti

Question: Among the records above, which one has the lowest Kohn-Sham gap?
Answer: C42H105Br2O28P7Ti